[1]
{
  "formula": "C27H25BN2O4PdSe2Te2",
  "method": "ωB97M-V/def2-TZVPD",
  "symbols": ["O", "C", "C", "H", "Te", "H", "C", "H", "C", "C", "B", "O", "H", "C", "C", "C", "C", "H", "C", "H", "H", "O", "Se", "H", "H", "C", "O", "H", "H", "H", "Te", "H", "H", "N", "H", "Se", "H", "C", "C", "C", "C", "H", "H", "H", "C", "H", "C", "C", "C", "H", "C", "C", "C", "N", "Pd", "C", "H", "H", "C", "C", "C", "H", "C", "H"],
  "coordinates": [[-1.598, -0.061, 2.540], [-2.580, -0.813, 3.225], [-2.849, -4.488, 1.572], [2.568, 5.044, -3.309], [2.189, -2.156, -4.151], [-0.629, -7.802, 3.722], [-1.667, -6.205, 4.755], [-3.094, -4.949, 5.794], [-0.674, 0.619, 3.308], [0.517, 7.125, 0.566], [-0.623, -1.849, 0.832], [0.051, -2.446, 1.879], [-2.144, -1.688, 3.723], [1.193, 7.679, -0.524], [2.043, 4.613, -2.469], [0.727, 3.498, -0.236], [0.900, 2.470, 3.397], [-1.561, -8.331, 5.124], [0.055, 1.639, 2.635], [1.734, 2.888, 5.309], [-0.176, 5.320, 1.474], [-1.793, -2.514, 0.518], [1.907, -0.841, -2.109], [2.194, 7.303, -2.367], [-3.106, -0.193, 3.961], [1.223, 2.647, -1.302], [1.010, 1.382, -1.257], [-3.674, -4.545, 0.881], [-2.384, -7.926, 3.620], [-0.997, -0.380, 5.175], [1.524, -4.717, -4.310], [2.273, 2.592, -3.149], [-3.293, -1.146, 2.471], [-0.121, 1.846, 1.294], [-3.043, -6.608, 6.393], [-0.036, -1.584, -1.365], [0.534, 1.043, 6.428], [1.068, 2.254, 4.745], [-0.773, -3.474, 2.281], [1.888, 3.256, -2.386], [-0.644, -4.332, 3.354], [0.130, 7.764, 1.344], [1.330, 8.748, -0.574], [0.209, -4.255, 4.007], [1.528, 5.476, -1.469], [1.411, 3.269, 2.882], [0.854, 4.919, -0.355], [0.350, 5.766, 0.643], [-1.652, -5.273, 3.553], [-3.472, -6.099, 2.782], [-0.516, -5.931, 5.727], [-2.710, -5.350, 2.643], [-1.557, -7.658, 4.271], [0.174, 3.034, 0.857], [-0.154, -0.011, 0.219], [-1.877, -3.526, 1.429], [-0.535, -4.902, 6.079], [-0.611, -6.581, 6.593], [-2.997, -5.992, 5.498], [-0.475, 0.408, 4.658], [1.679, 6.871, -1.524], [-3.846, -6.251, 4.872], [0.397, 1.217, 5.374], [0.446, -6.136, 5.262]],
  "e_lumo_ha": [-0.1260, -0.1267],
  "de_lowest_kcal_mol": 118.4,
  "homo_energy_ev": [-6.8, -6.8],
  "charge": 0,
  "homo_lumo_gap_ev": [3.40, 3.37]
}

[2]
{
  "formula": "C27H25Br2NZn",
  "method": "ωB97M-V/def2-TZVPD",
  "symbols": ["H", "C", "C", "C", "H", "Br", "H", "H", "C", "C", "H", "H", "H", "C", "C", "C", "C", "H", "N", "H", "H", "C", "C", "H", "C", "C", "C", "H", "C", "H", "H", "C", "Br", "H", "C", "C", "H", "H", "H", "C", "H", "C", "H", "C", "C", "H", "C", "Zn", "C", "H", "C", "C", "H", "H", "H", "C"],
  "coordinates": [[-4.084, -0.213, 4.497], [1.093, 0.361, -1.354], [-2.462, -0.896, 5.741], [4.588, -0.616, -1.957], [1.324, -2.839, 5.124], [4.360, -2.463, 5.203], [-0.193, 0.116, -5.946], [3.909, 0.703, 0.488], [-2.354, -0.729, 3.304], [-1.298, 2.203, -1.959], [4.708, -1.529, -1.350], [-5.201, 3.495, -2.592], [-0.724, -1.779, 6.736], [0.720, -2.354, 4.350], [1.876, -0.276, -5.483], [-0.482, -1.649, 4.612], [-1.035, -1.216, 3.332], [-0.214, -1.451, 1.251], [3.191, -0.205, -2.007], [-2.393, 0.103, 0.504], [4.925, -0.825, -2.975], [-5.024, 2.411, -2.612], [0.152, 0.241, -3.820], [-2.569, 3.386, -3.233], [-3.720, 2.068, -1.964], [-3.053, -0.570, 4.505], [-2.529, 2.624, -2.449], [2.274, 0.461, 1.140], [2.854, -0.366, -4.483], [-5.033, 2.098, -3.667], [3.899, -0.613, -4.690], [-2.442, 0.790, -0.346], [2.262, 1.387, 4.231], [5.228, 0.171, -1.524], [-1.221, 1.210, -0.939], [2.433, 0.085, -0.922], [-4.596, 0.770, -0.485], [-0.368, 2.610, -2.365], [3.286, -0.952, 0.737], [-0.088, -1.607, 2.329], [-3.015, -0.734, 6.669], [0.959, -2.330, 2.956], [2.151, -0.458, -6.519], [-3.661, 1.168, -0.889], [-1.184, -1.454, 5.801], [0.170, 0.475, 0.565], [3.007, 0.071, 0.427], [3.220, -0.638, 4.525], [2.438, -0.131, -3.179], [-2.840, -0.530, 2.351], [1.111, 0.198, -2.815], [0.031, 0.658, -0.504], [-0.882, 0.448, -3.568], [1.791, -2.828, 2.460], [-5.845, 1.906, -2.092], [0.549, 0.035, -5.151]],
  "e_lumo_ha": -0.0904,
  "de_lowest_kcal_mol": 23.4,
  "homo_energy_ev": -5.3,
  "charge": 0,
  "homo_lumo_gap_ev": 2.86
}

[3]
{
  "formula": "C27H25ClF20N2O2S",
  "method": "ωB97M-V/def2-TZVPD",
  "symbols": ["F", "H", "C", "C", "H", "H", "H", "H", "H", "H", "H", "N", "S", "F", "C", "H", "F", "H", "F", "C", "F", "F", "C", "F", "F", "C", "F", "C", "C", "Cl", "C", "H", "C", "O", "C", "F", "H", "F", "H", "C", "H", "N", "F", "C", "H", "C", "C", "H", "F", "C", "H", "C", "C", "C", "C", "F", "H", "F", "O", "H", "H", "H", "F", "H", "H", "H", "C", "C", "C", "F", "H", "C", "C", "C", "F", "F", "C", "F"],
  "coordinates": [[-7.647, -4.087, -1.520], [4.494, -3.590, 1.582], [-1.649, 4.431, -0.931], [5.832, 1.850, 3.923], [5.026, 0.736, -1.048], [5.761, -1.077, 0.172], [5.099, -0.155, 4.466], [1.255, 0.558, -1.361], [-1.963, 0.002, -0.199], [5.893, -3.649, 0.456], [5.999, -1.969, -1.365], [-2.534, 5.214, -1.562], [-1.653, 6.357, -2.426], [-7.022, -2.893, 0.736], [2.351, 4.452, -0.826], [5.283, -0.192, -2.551], [-6.308, -1.449, -3.480], [2.183, 2.651, 1.703], [3.198, 4.261, 0.230], [3.188, -0.214, -1.986], [2.392, 5.815, -1.052], [-5.267, -3.715, -0.217], [-6.425, -2.726, -3.018], [-5.192, -1.526, 2.348], [-2.243, -0.638, 2.982], [5.231, -1.426, -0.748], [2.857, 3.883, -1.974], [-1.989, -1.117, 1.728], [2.706, 1.350, 0.048], [-3.660, 2.957, 0.270], [-7.085, -2.830, -1.597], [3.465, -1.942, 0.412], [-4.591, -1.159, 1.174], [4.892, 0.172, 2.426], [4.139, -2.457, -0.305], [-3.343, -3.058, 1.868], [-0.559, 1.247, 2.321], [-8.148, -1.973, -1.585], [3.062, 0.545, -2.807], [-5.082, -3.509, -3.247], [3.243, 2.065, -0.610], [-0.145, 5.821, -1.998], [-6.601, -0.440, 0.177], [4.706, -0.183, -1.584], [6.821, 1.502, 3.553], [4.824, 0.583, 3.684], [1.631, 1.984, 0.988], [-0.330, -0.363, 0.486], [-3.990, -2.903, -2.770], [-3.209, -1.904, 1.101], [3.833, 0.937, 4.042], [-1.918, 3.302, -0.046], [-5.532, -1.279, -0.077], [-0.847, 2.512, 0.548], [2.188, 0.180, -0.847], [-4.337, 0.184, 1.321], [4.369, -4.644, 0.123], [-4.886, -0.738, -1.143], [5.773, 2.249, 5.181], [3.490, 0.904, 0.718], [2.948, -1.199, -2.464], [5.543, 2.592, 3.147], [-7.329, -3.309, -3.888], [-2.246, 1.632, 1.945], [1.210, 1.160, 1.607], [3.635, -2.852, -1.215], [-1.364, -0.042, 0.747], [0.915, 4.007, -0.558], [-0.182, 4.762, -1.168], [-0.992, -2.086, 1.888], [1.836, -0.705, -0.252], [-1.276, 1.348, 1.466], [4.779, -3.672, 0.503], [-6.164, -2.692, -0.335], [-5.170, -4.802, -2.844], [-2.824, -2.320, -0.140], [0.567, 2.864, 0.288], [-4.914, -3.581, -4.608]],
  "e_lumo_ha": 0.0976,
  "homo_energy_ev": 0.9,
  "charge": -2,
  "homo_lumo_gap_ev": 1.77
}

[4]
{
  "formula": "C27H25F3NO9S3",
  "method": "ωB97M-V/def2-TZVPD",
  "symbols": ["C", "C", "H", "H", "C", "O", "C", "O", "H", "H", "F", "C", "C", "C", "H", "S", "C", "H", "C", "H", "C", "H", "C", "H", "C", "H", "H", "H", "F", "H", "O", "H", "O", "C", "C", "O", "C", "S", "H", "C", "H", "C", "H", "C", "C", "H", "C", "C", "C", "H", "C", "C", "S", "O", "N", "F", "H", "H", "O", "O", "C", "O", "H", "H", "H", "H", "C", "C"],
  "coordinates": [[0.779, 5.251, -3.089], [-2.485, -1.000, -1.255], [-3.134, 0.393, 0.271], [-0.868, 5.921, -4.310], [0.600, 1.609, -3.145], [1.286, -0.638, -3.097], [-1.411, -2.778, 6.770], [1.017, 2.550, -5.293], [0.377, 7.157, -3.950], [1.864, 5.164, -3.211], [-2.599, -3.990, 3.963], [0.871, -3.544, 6.931], [0.539, 1.620, -4.644], [1.132, 1.420, -0.183], [0.594, -2.464, -1.306], [-3.206, -1.930, 2.378], [2.948, -0.036, -0.802], [0.600, -1.075, 4.594], [0.314, 0.462, -6.659], [2.304, -2.586, 5.609], [-0.459, -3.605, 7.360], [-1.403, -2.146, -2.733], [-2.385, -0.331, -0.047], [3.299, 1.068, 2.409], [-0.233, -1.388, 0.358], [1.448, -1.351, -6.789], [-0.520, 0.941, -7.193], [1.239, 1.009, -6.864], [-1.572, -3.998, 2.023], [-0.770, -4.287, 8.154], [-1.943, 0.568, 5.308], [0.335, -1.065, -8.138], [2.019, 3.252, -2.113], [1.693, 1.595, 1.078], [-1.391, -1.725, -1.728], [0.167, 3.943, -3.174], [0.450, -0.980, -7.055], [-2.282, -0.812, 5.111], [-2.457, -2.820, 7.061], [-1.012, -1.885, 5.772], [0.565, 5.667, -2.092], [1.216, 0.471, -2.537], [0.635, -1.524, 1.002], [1.774, 0.642, -1.149], [0.993, 2.974, -2.723], [3.413, -0.685, -1.548], [-2.736, -3.671, 2.650], [1.262, -2.643, 5.934], [0.315, -1.792, 5.360], [4.460, -0.361, 0.697], [0.203, 6.103, -4.177], [-1.292, -0.595, 0.796], [-1.287, 0.173, 2.385], [0.029, 0.525, -5.234], [-2.074, -1.054, 3.296], [-3.734, -4.431, 2.132], [-0.292, -1.608, -6.553], [1.608, -4.207, 7.379], [-2.111, 1.346, 2.285], [0.051, 0.238, 2.913], [-0.266, -1.909, -0.928], [-3.564, -1.350, 5.478], [0.176, 1.885, -0.424], [0.706, 5.885, -5.127], [-3.411, -0.931, -1.830], [1.217, 2.281, 1.779], [3.520, 0.143, 0.456], [2.881, 0.941, 1.409]],
  "e_lumo_ha": 0.0648,
  "de_lowest_kcal_mol": 0.0,
  "homo_energy_ev": -4.2,
  "charge": -1,
  "homo_lumo_gap_ev": 5.97
}

[5]
{
  "formula": "C27H25MnN8O7S",
  "method": "ωB97M-V/def2-TZVPD",
  "symbols": ["Mn", "C", "O", "C", "N", "S", "O", "C", "N", "H", "H", "H", "O", "H", "C", "H", "C", "N", "C", "C", "C", "H", "N", "H", "O", "H", "N", "H", "H", "N", "C", "H", "C", "C", "H", "C", "C", "H", "H", "N", "C", "C", "C", "H", "H", "H", "C", "H", "H", "C", "O", "H", "C", "H", "N", "C", "H", "H", "C", "H", "C", "C", "O", "O", "C", "C", "C", "H", "C"],
  "coordinates": [[0.335, -0.250, -0.752], [1.932, -1.809, 0.783], [-0.895, 2.575, 0.187], [-0.661, 4.553, -3.031], [-1.750, -0.584, -0.641], [0.971, 0.913, -2.799], [-5.898, -3.558, -1.458], [1.820, 2.370, 2.589], [-5.153, -3.753, -2.397], [1.686, -3.974, -4.053], [-0.636, 3.040, -1.419], [2.132, -4.742, 3.935], [2.121, -1.071, -0.214], [4.513, 4.525, 4.975], [0.939, -2.907, 2.329], [3.745, -4.264, 3.438], [-2.834, -3.814, -3.022], [0.119, -1.874, -1.978], [2.767, -3.883, 3.721], [-4.438, -1.291, -0.715], [0.349, 2.479, -3.142], [2.088, -2.055, -2.518], [2.222, -3.119, 2.610], [-4.696, 0.373, 0.598], [-5.410, -4.396, -3.386], [0.821, 5.125, -4.554], [0.727, -2.143, 1.223], [-2.275, 0.954, 0.606], [0.191, 5.751, 3.738], [-0.347, 3.283, -2.368], [2.343, 3.118, 3.602], [2.871, -3.269, 4.616], [1.763, 4.317, 4.006], [-1.468, -3.396, -2.947], [-5.484, -1.549, -0.737], [0.858, -3.534, -3.516], [-2.643, 0.104, 0.049], [2.279, 1.447, 2.267], [3.677, -3.064, 1.065], [0.568, 3.041, -4.329], [0.029, 2.129, 0.865], [3.024, -2.400, 1.636], [0.658, 2.871, 1.966], [3.632, -1.615, 2.092], [-3.114, -4.646, -3.653], [-1.739, 4.679, -3.117], [-3.783, -3.188, -2.300], [1.141, 2.612, -5.034], [-0.807, 4.416, 1.866], [0.024, 4.399, -4.407], [2.471, 4.846, 5.024], [0.072, -3.893, 3.899], [0.630, 4.820, 3.411], [-1.007, -3.156, 2.767], [-0.068, -3.390, 3.041], [-4.000, -0.226, 0.028], [-0.681, 4.482, -5.232], [-0.637, -4.841, -4.320], [3.599, 3.989, 5.234], [-0.258, 5.387, -2.461], [-3.502, -2.055, -1.450], [-0.423, -4.008, -3.662], [3.439, 2.859, 4.367], [0.578, 0.960, 0.596], [1.093, -2.458, -2.659], [-1.149, -2.325, -2.118], [0.084, 4.071, 2.371], [3.612, 3.656, 6.270], [-2.168, -1.643, -1.382]],
  "spin_multiplicity": 5,
  "e_lumo_ha": [-0.2557, -0.2352],
  "de_lowest_kcal_mol": 1.7,
  "homo_energy_ev": [-12.4, -12.4],
  "charge": 2,
  "homo_lumo_gap_ev": [5.44, 6.00]
}

[6]
{
  "formula": "C27H25N3O5S",
  "method": "ωB97M-V/def2-TZVPD",
  "symbols": ["C", "H", "H", "C", "C", "C", "C", "N", "C", "C", "H", "C", "H", "N", "H", "H", "H", "H", "H", "H", "O", "H", "H", "H", "C", "C", "S", "H", "C", "H", "H", "N", "C", "H", "H", "C", "O", "C", "C", "C", "C", "O", "H", "H", "C", "C", "H", "H", "C", "C", "H", "O", "C", "C", "H", "O", "C", "C", "C", "H", "C"],
  "coordinates": [[-3.062, -3.726, 0.490], [-7.173, -0.559, 0.759], [-2.153, -1.753, 0.594], [-4.166, 1.961, -0.831], [-2.388, 1.553, 1.303], [-6.190, 1.695, -2.111], [-0.504, 2.324, -0.147], [1.851, -0.201, 1.011], [0.551, 1.582, 0.241], [5.176, 0.884, 0.134], [2.579, -5.001, -2.394], [0.560, 0.250, 0.862], [-3.969, -4.180, 0.098], [1.332, -3.894, -1.222], [8.424, 2.679, -0.922], [1.248, -1.777, 2.174], [6.709, 3.886, 0.378], [5.985, -0.834, -0.847], [4.643, 2.742, 1.064], [-4.090, 0.861, 2.368], [-4.140, -1.572, 0.855], [-3.015, -3.901, 1.562], [-2.481, 2.694, -1.878], [-6.892, 2.084, -1.370], [3.701, -3.853, -0.954], [-5.203, -1.236, 0.144], [2.199, 2.100, -0.111], [0.218, -2.727, 0.026], [7.516, 2.176, -0.625], [3.015, -1.442, 2.188], [-1.724, 1.418, 2.139], [4.064, 0.170, 0.537], [7.314, 0.847, -0.966], [8.064, 0.314, -1.531], [4.667, -4.207, -1.277], [-2.816, 2.293, -0.934], [-4.895, 2.239, -1.937], [1.225, -3.032, -0.229], [2.873, 0.569, 0.531], [2.317, -2.525, 0.470], [3.584, -2.949, 0.089], [-5.391, -1.507, -1.012], [4.456, -2.571, 0.602], [-3.128, -2.052, -0.878], [2.542, -4.294, -1.575], [2.120, -1.517, 1.568], [-5.911, -0.440, 2.032], [-2.203, -4.193, 0.016], [-4.620, 1.403, 0.376], [6.158, 0.198, -0.582], [-6.495, 2.012, -3.108], [-5.940, 1.007, 0.519], [6.552, 2.853, 0.102], [-3.724, 1.248, 1.431], [-6.173, 0.604, -2.065], [-0.399, -0.419, 1.186], [-6.126, -0.327, 0.964], [-3.050, -2.235, 0.198], [5.385, 2.218, 0.481], [-0.293, 3.208, -0.738], [-1.907, 2.046, 0.090]],
  "e_lumo_ha": -0.0153,
  "de_lowest_kcal_mol": 28.9,
  "smiles": "CCOC(=O)COc1ccc(/C=C2/S/C(=N\\c3ccccc3)N(Cc3cccnc3)C2=O)cc1OC",
  "homo_energy_ev": -8.1,
  "charge": 0,
  "homo_lumo_gap_ev": 7.69
}

[7]
{
  "formula": "C27H25NO2",
  "method": "ωB97M-V/def2-TZVPD",
  "symbols": ["C", "C", "H", "H", "C", "H", "C", "C", "C", "O", "H", "H", "C", "H", "C", "H", "H", "C", "C", "H", "H", "C", "C", "C", "H", "C", "O", "C", "H", "H", "H", "H", "H", "C", "C", "H", "C", "H", "C", "H", "H", "C", "C", "N", "C", "H", "C", "H", "C", "C", "C", "H", "H", "C", "H"],
  "coordinates": [[3.522, -0.230, 8.470], [-0.395, 0.388, 6.655], [-2.104, 3.141, 6.266], [1.341, 3.572, 4.801], [-2.616, -1.715, 2.786], [-2.957, -0.746, 9.350], [0.381, 0.654, 3.079], [-2.501, 0.769, 7.875], [-3.620, -0.806, 2.420], [3.387, 0.857, 2.860], [4.213, -0.357, 4.682], [3.792, -1.849, 2.746], [-0.228, 2.425, 5.616], [-0.504, -1.974, 3.233], [0.441, 1.216, 5.838], [-0.978, -2.137, 8.849], [3.040, -1.225, 1.279], [1.746, 0.837, 5.233], [-2.003, 0.992, 2.513], [-0.029, 4.539, 5.369], [-0.124, 3.623, 3.832], [2.639, -0.088, 3.034], [4.602, -0.974, 7.974], [2.764, 0.229, 6.203], [5.707, -1.513, 6.207], [0.248, 3.605, 4.865], [0.663, 1.663, 2.436], [2.863, -1.416, 2.345], [3.387, -0.102, 9.550], [-3.373, 1.405, 8.052], [2.206, 1.773, 4.893], [5.044, -2.401, 9.541], [-4.062, 1.263, 1.937], [-2.260, -0.426, 8.574], [-1.575, 1.156, 6.922], [6.291, -2.223, 8.292], [3.939, -0.374, 5.729], [-2.853, -2.778, 2.881], [-1.012, 0.101, 2.943], [2.055, -2.154, 2.453], [0.707, -1.401, 7.135], [-1.308, -1.271, 3.022], [2.605, 0.357, 7.590], [-1.431, 2.379, 6.262], [-3.302, 0.552, 2.263], [1.102, -1.001, 4.295], [-0.195, -0.825, 7.330], [1.745, 0.889, 8.013], [1.440, -0.001, 3.987], [4.820, -1.007, 6.597], [5.553, -1.682, 8.890], [6.089, -0.977, 9.536], [-1.740, 2.035, 2.357], [-1.130, -1.212, 8.294], [-4.645, -1.151, 2.242]],
  "e_lumo_ha": 0.0040,
  "de_lowest_kcal_mol": 0.0,
  "smiles": "CC(=O)[C@H](C(=O)c1ccccc1)[C@H](c1ccc(C)cc1)c1c(C)[nH]c2ccccc12",
  "homo_energy_ev": -7.6,
  "charge": 0,
  "homo_lumo_gap_ev": 7.73
}